52
Properties=species:S:1:pos:R:3 method="wB97M-V/def2-TZVPD" total_charge=+4 largest_force_ha_per_bohr=0.142 multiplicity=4 energy_ev=-39593.110 homo_ev="-23.119 / -23.149"
Re 0.1338 -0.2859 0.7636
C -1.7942 -0.7179 0.8435
O -2.9481 -0.8912 0.9406
C -0.1118 1.6163 1.0033
O -0.2530 2.7569 1.2337
C 2.0985 -0.2092 1.0880
O 3.2357 -0.1211 1.3475
C -1.5024 0.9554 -2.3136
P -0.0073 0.2112 -1.4444
H 0.4827 -1.4759 -3.1349
H -2.3149 0.2696 -2.0139
C 1.4558 1.0135 -2.3747
H 1.1386 1.0399 -3.4395
C -1.4135 0.9357 -3.8593
H -1.0815 -0.0388 -4.2592
H -0.7383 1.7280 -4.2294
H -2.4261 1.1371 -4.2604
C -1.8621 2.3486 -1.7816
H -1.0286 3.0554 -1.9027
C 0.8604 -2.3255 -1.1372
H -2.1193 2.3053 -0.7130
H -2.7331 2.7245 -2.3443
C -1.4273 -2.1021 -2.3041
H 0.5380 -2.0946 -0.0500
H 0.6886 -3.3996 -1.3275
H 1.9375 -2.0887 -1.2038
C -0.0110 -1.5308 -2.1440
H -1.3436 -3.1834 -2.4447
H -1.9413 -1.6958 -3.1803
H -2.0504 -1.9206 -1.4181
C 2.7161 0.1471 -2.2225
H 3.0093 0.0665 -1.1598
H 3.5361 0.6234 -2.7849
H 2.5641 -0.8591 -2.6380
C 1.7086 2.4546 -1.8800
H 1.8893 2.4840 -0.7870
H 0.8656 3.1240 -2.1141
H 2.6037 2.8455 -2.3986
H -0.5690 -3.4610 0.6704
H -0.3702 -2.8793 1.1523
N -0.0637 -0.2103 8.5005
C -0.1104 -0.2025 7.3288
C -0.1816 -0.1928 5.8747
C -0.8742 -1.1430 5.1324
C -0.7693 -1.1638 3.7387
N 0.0113 -0.2936 3.0550
C 0.6207 0.6893 3.7613
C 0.5874 0.7166 5.1541
H -1.5006 -1.8739 5.6382
H -1.3915 -1.8707 3.1827
H 1.0897 1.5007 3.1999
H 1.1666 1.4817 5.6563